No. 1
{"formula": "C42H28O28", "method": "ωB97M-V with the def2-TZVPD basis set", "homo_ev": -9.42, "charge": 0, "de_lowest_kcal_mol": 144.4, "smiles": "O=C1C=C(O)C(=O)C=C1O.O=C1C=C(O)C(=O)C=C1O.O=C1C=C(O)C(=O)C=C1O.O=C1C=C(O)C(=O)C=C1O.O=C1C=C(O)C(=O)C=C1O.O=C1C=C(O)C(=O)C=C1O.O=C1C=C(O)C(=O)C=C1O", "homo_lumo_gap_ev": 7.5448, "e_tot_ev": -101328.812, "elements": ["C", "C", "C", "O", "C", "C", "C", "O", "O", "O", "H", "H", "H", "H", "C", "C", "C", "O", "C", "C", "C", "O", "O", "O", "H", "H", "H", "H", "C", "C", "C", "O", "C", "C", "C", "O", "O", "O", "H", "H", "H", "H", "C", "C", "C", "O", "C", "C", "C", "O", "O", "O", "H", "H", "H", "H", "C", "C", "C", "O", "C", "C", "C", "O", "O", "O", "H", "H", "H", "H", "C", "C", "C", "O", "C", "C", "C", "O", "O", "O", "H", "H", "H", "H", "C", "C", "C", "O", "C", "C", "C", "O", "O", "O", "H", "H", "H", "H"], "positions_angstrom": [[9.012, -16.404, -5.708], [8.904, -15.098, -5.458], [9.980, -14.352, -4.905], [9.835, -13.172, -4.593], [11.232, -15.010, -4.699], [11.398, -16.335, -5.101], [10.209, -17.200, -5.571], [10.341, -18.374, -5.894], [12.619, -16.967, -4.971], [7.833, -14.432, -5.874], [8.171, -16.815, -6.247], [12.036, -14.330, -4.457], [12.406, -17.886, -5.147], [8.075, -13.506, -5.801], [12.164, -6.127, 3.785], [11.197, -6.914, 3.228], [11.451, -7.756, 1.997], [10.604, -8.391, 1.463], [12.871, -7.606, 1.525], [13.790, -6.752, 2.055], [13.454, -5.842, 3.248], [14.205, -4.961, 3.687], [15.017, -6.539, 1.508], [9.926, -6.984, 3.674], [11.855, -5.445, 4.564], [13.053, -8.112, 0.588], [15.526, -5.922, 2.039], [9.415, -7.351, 2.949], [7.864, -11.336, 8.999], [8.620, -10.315, 9.582], [8.040, -9.029, 10.073], [8.627, -8.104, 10.606], [6.568, -9.056, 9.860], [5.846, -10.050, 9.190], [6.430, -11.355, 8.677], [5.745, -12.133, 8.063], [4.465, -9.979, 9.162], [9.943, -10.449, 9.754], [8.406, -12.242, 8.771], [6.047, -8.224, 10.310], [4.148, -10.722, 8.643], [10.415, -9.752, 10.216], [5.066, -1.371, 6.616], [6.029, -0.852, 5.812], [5.764, -0.629, 4.332], [6.573, -0.046, 3.592], [4.406, -1.025, 3.906], [3.458, -1.460, 4.735], [3.756, -1.743, 6.188], [3.021, -2.273, 7.017], [2.240, -1.944, 4.264], [7.248, -0.387, 6.266], [5.338, -1.510, 7.652], [4.203, -1.031, 2.846], [1.552, -2.036, 4.926], [7.713, 0.068, 5.561], [-0.109, -19.125, -11.627], [0.853, -18.293, -12.100], [1.722, -17.514, -11.209], [2.747, -16.944, -11.650], [1.378, -17.568, -9.823], [0.291, -18.254, -9.314], [-0.461, -19.271, -10.166], [-1.253, -20.064, -9.707], [-0.118, -18.107, -8.041], [1.119, -18.169, -13.446], [-0.537, -19.696, -12.437], [1.906, -16.950, -9.112], [-0.888, -18.657, -7.878], [1.890, -17.598, -13.482], [2.270, -10.540, -0.058], [2.015, -11.270, -1.126], [1.085, -10.817, -2.196], [0.862, -11.594, -3.099], [0.726, -9.327, -2.087], [1.161, -8.590, -1.032], [1.907, -9.147, 0.118], [2.257, -8.591, 1.104], [0.765, -7.290, -0.971], [2.509, -12.519, -1.272], [2.921, -10.989, 0.679], [0.197, -8.775, -2.850], [1.224, -6.879, -0.235], [2.293, -12.801, -2.164], [-5.734, -13.240, -3.967], [-5.598, -13.917, -5.114], [-5.426, -13.149, -6.456], [-5.259, -13.665, -7.574], [-5.366, -11.640, -6.276], [-5.459, -10.985, -5.045], [-5.754, -11.707, -3.844], [-6.310, -11.137, -2.915], [-5.527, -9.647, -4.987], [-5.736, -15.257, -5.278], [-5.928, -13.849, -3.096], [-5.287, -10.940, -7.094], [-5.846, -9.415, -4.112], [-5.950, -15.458, -6.192]], "lowdin_charge": [0.07, -0.27, -0.37, 0.11, 0.08, -0.14, -0.30, 0.11, 0.09, 0.13, 0.14, 0.13, 0.10, 0.11, 0.05, -0.20, -0.33, 0.15, 0.08, -0.20, -0.32, 0.10, 0.09, 0.11, 0.13, 0.12, 0.11, 0.11, 0.08, -0.20, -0.33, 0.12, 0.07, -0.17, -0.34, 0.13, 0.07, 0.10, 0.12, 0.12, 0.10, 0.12, 0.05, -0.18, -0.28, 0.09, 0.07, -0.19, -0.33, 0.11, 0.07, 0.08, 0.14, 0.14, 0.11, 0.10, 0.09, -0.22, -0.32, 0.09, 0.07, -0.19, -0.29, 0.12, 0.11, 0.09, 0.13, 0.13, 0.11, 0.10, 0.06, -0.25, -0.28, 0.12, 0.11, -0.22, -0.36, 0.15, 0.09, 0.10, 0.14, 0.13, 0.11, 0.10, 0.09, -0.23, -0.26, 0.08, 0.11, -0.26, -0.30, 0.12, 0.10, 0.09, 0.13, 0.12, 0.11, 0.11]}



No. 2
{"formula": "C42H29N11O2Pt", "method": "ωB97M-V with the def2-TZVPD basis set", "homo_ev": -12.80, "charge": 2, "de_lowest_kcal_mol": 40.1, "homo_lumo_gap_ev": 4.5290, "e_tot_ev": -67745.956, "elements": ["Pt", "C", "C", "C", "C", "C", "N", "C", "C", "C", "C", "C", "C", "C", "C", "N", "C", "N", "C", "N", "C", "N", "C", "N", "C", "N", "C", "C", "C", "C", "C", "C", "C", "C", "C", "C", "C", "C", "C", "C", "N", "H", "H", "H", "H", "H", "H", "H", "H", "H", "H", "H", "H", "H", "H", "H", "H", "C", "C", "C", "N", "H", "H", "H", "H", "H", "O", "C", "N", "C", "O", "C", "C", "C", "C", "N", "C", "H", "H", "H", "H", "H", "H", "H", "H"], "positions_angstrom": [[-0.987, -0.416, -0.040], [3.729, -4.637, -1.398], [3.999, -4.572, -0.037], [3.163, -3.884, 0.838], [2.039, -3.280, 0.304], [1.011, -2.437, 0.892], [0.929, -2.089, 2.140], [0.059, -1.223, 2.644], [-0.262, -1.065, 4.029], [0.131, -1.749, 5.175], [-0.456, -1.382, 6.376], [-1.406, -0.358, 6.447], [-1.795, 0.342, 5.316], [-1.218, -0.015, 4.104], [-1.434, 0.437, 2.764], [-2.190, 1.469, 2.412], [-2.568, 1.759, 1.209], [-2.413, 0.954, 0.109], [-3.035, 1.533, -0.976], [-3.247, 0.940, -2.104], [-2.753, -0.251, -2.432], [-1.599, -0.778, -1.917], [-1.327, -1.958, -2.561], [-0.226, -2.678, -2.361], [0.495, -2.665, -1.286], [0.138, -2.062, -0.098], [1.735, -3.391, -1.071], [2.585, -4.056, -1.938], [-2.375, -2.229, -3.503], [-2.656, -3.302, -4.343], [-3.853, -3.286, -5.045], [-4.761, -2.231, -4.926], [-4.489, -1.143, -4.114], [-3.289, -1.142, -3.410], [-3.544, 2.831, -0.577], [-4.193, 3.830, -1.282], [-4.558, 4.975, -0.581], [-4.320, 5.093, 0.783], [-3.682, 4.085, 1.501], [-3.278, 2.960, 0.804], [-0.669, -0.314, 1.911], [4.423, -5.145, -2.051], [4.879, -5.062, 0.350], [3.384, -3.820, 1.892], [0.871, -2.532, 5.118], [-0.178, -1.898, 7.282], [-1.845, -0.111, 7.402], [-2.522, 1.136, 5.353], [2.374, -4.109, -2.995], [-1.981, -4.138, -4.426], [-4.090, -4.117, -5.693], [-5.697, -2.264, -5.459], [-5.190, -0.332, -4.003], [-4.404, 3.728, -2.335], [-5.044, 5.784, -1.103], [-4.625, 5.994, 1.294], [-3.514, 4.180, 2.562], [1.190, 5.049, 1.422], [0.708, 4.557, 0.053], [0.347, 3.177, 0.102], [0.073, 2.065, 0.152], [1.456, 6.100, 1.358], [2.067, 4.489, 1.738], [0.411, 4.928, 2.173], [1.497, 4.678, -0.695], [-0.163, 5.130, -0.276], [3.824, 0.494, 2.105], [4.845, 0.773, 1.189], [5.304, -0.412, 0.505], [4.727, -1.038, -0.535], [5.143, -2.084, -0.980], [3.528, -0.407, -1.199], [3.557, -0.267, -2.585], [2.432, 0.187, -3.250], [1.273, 0.380, -2.512], [1.241, 0.192, -1.204], [2.333, -0.138, -0.536], [4.190, 0.053, 2.883], [5.711, 1.232, 1.680], [4.416, 1.479, 0.470], [6.113, -0.894, 0.879], [4.461, -0.502, -3.127], [2.436, 0.356, -4.315], [0.353, 0.694, -2.986], [2.257, -0.182, 0.543]], "lowdin_charge": [1.26, -0.03, -0.03, 0.03, -0.10, -0.25, 0.25, -0.19, -0.09, 0.03, -0.02, -0.02, 0.04, -0.09, -0.20, 0.25, -0.26, -0.05, -0.23, 0.25, -0.20, -0.02, -0.20, 0.26, -0.23, -0.03, -0.09, 0.04, -0.08, 0.04, -0.02, -0.02, 0.04, -0.09, -0.09, 0.03, -0.03, -0.03, 0.03, -0.09, -0.02, 0.13, 0.12, 0.13, 0.13, 0.12, 0.12, 0.13, 0.13, 0.13, 0.12, 0.12, 0.13, 0.13, 0.12, 0.12, 0.13, -0.08, -0.21, -0.17, 0.16, 0.08, 0.08, 0.08, 0.13, 0.12, -0.05, -0.24, 0.12, -0.45, 0.09, -0.10, 0.02, -0.02, -0.14, -0.03, -0.11, 0.10, 0.14, 0.13, 0.16, 0.13, 0.11, 0.10, 0.10]}